(1)
A structure of composition C15H24Br24N2O2 in a non-equilibrium geometry. Source: OMol25; level of theory: ωB97M-V/def2-TZVPD.

Values from the calculation:
total charge	0
multiplicity	1
orbital gap	9.13	eV
maximum force	1.63	eV/Å
HOMO	-9.4	eV

Geometry (Å):
C -2.84908 -0.70853 1.97066
O -1.96311 -1.13596 0.92132
C -2.00904 -0.35620 -0.19908
O -2.96898 -0.34056 -0.96328
N -0.83240 0.33623 -0.38283
C -0.84630 1.24772 -1.54108
C 0.25316 2.30313 -1.52862
C 0.40709 3.11756 -0.23644
C -0.88213 3.46468 0.51251
C -1.62546 4.67158 -0.08722
N -2.98804 4.28359 -0.48407
H -3.35738 0.21793 1.71367
H -3.61286 -1.46394 2.14034
H -2.26523 -0.58735 2.87772
H -0.51516 0.77781 0.47278
H -0.70124 0.63315 -2.42676
H -1.81619 1.72067 -1.67012
H 1.20067 1.82507 -1.75223
H 0.04497 2.97858 -2.35660
H 1.10266 2.61209 0.43409
H 0.88008 4.06394 -0.48998
H -1.58497 2.64244 0.61341
H -0.59263 3.74663 1.52361
H -1.73113 5.43954 0.67294
H -1.04106 5.07877 -0.91738
H -3.48588 5.05079 -0.92121
H -2.93317 3.52806 -1.15895
C -6.24217 -0.23074 -0.92066
Br -7.40805 -1.73509 -0.66973
Br -6.62137 0.67473 -2.57595
Br -6.31693 0.96288 0.58887
H -5.23025 -0.60925 -0.98475
C 3.77426 -0.81538 -1.25883
Br 1.91866 -0.67554 -0.77179
Br 4.05862 -0.34318 -3.10462
Br 4.88940 0.22514 -0.08550
H 4.06875 -1.84905 -1.14444
C 6.87812 1.19264 -5.19787
Br 5.52994 0.73753 -6.49483
Br 7.59508 -0.37460 -4.34678
Br 8.26680 2.28521 -5.94965
H 6.39188 1.77517 -4.42804
C 2.88839 -2.27293 3.17278
Br 4.35368 -1.19017 3.78520
Br 1.32964 -1.21540 2.77930
Br 3.39320 -3.38946 1.68653
H 2.62131 -2.93405 3.98473
C -6.61564 -6.01514 -1.94966
Br -5.41157 -4.61257 -1.42870
Br -8.28101 -5.30453 -2.60492
Br -5.80853 -7.21597 -3.21814
H -6.84207 -6.59143 -1.06482
C -2.04216 -5.94429 3.39458
Br -3.29632 -6.09003 1.94831
Br -0.38958 -5.16125 2.80497
Br -2.77167 -4.98942 4.89939
H -1.82149 -6.94828 3.72594
C -2.69053 -1.29234 7.29011
Br -2.01419 -2.56329 8.56632
Br -1.51079 -1.07527 5.78511
Br -4.46830 -1.75288 6.71478
H -2.73938 -0.33455 7.78659
C 11.57188 4.06592 -3.50895
Br 10.55955 2.49697 -3.05110
Br 10.95597 4.87349 -5.14798
Br 11.59860 5.33872 -2.06735
H 12.59104 3.75025 -3.67568

Here are the Mulliken charges for atoms 1 to 4, given in e: -0.2627, -0.2369, 0.3256, -0.6361


(2)
A cluster of 3 separate species, C15H24ClF2INO8 in total in a non-equilibrium geometry. Source: OMol25; level of theory: ωB97M-V/def2-TZVPD.

Values from the calculation:
total charge	-1
multiplicity	1
orbital gap	4.65	eV
maximum force	3.12	eV/Å
HOMO	-2.7	eV

Geometry (Å):
C -5.11685 -0.95178 -4.43057
C -3.46492 -0.74104 -4.43229
O -3.12598 0.69136 -4.40456
C -2.89402 -1.50474 -5.78341
N -3.02876 -3.01134 -5.67147
C -1.90042 -3.58121 -4.78431
C -2.51836 -3.94885 -3.32513
O -1.88048 -3.34277 -2.16035
C -0.41576 -3.41249 -2.18482
I 0.30323 -5.51076 -2.32194
C 0.16531 -2.87741 -0.74332
C -0.14547 -1.30489 -0.40812
C -0.68211 -0.40813 -1.67028
Cl -1.38097 -1.16545 0.97065
H -5.39700 -1.65230 -5.34781
H -5.64806 0.09057 -4.51716
H -5.40806 -1.47586 -3.40271
H -3.03786 -1.20882 -3.43634
H -2.95321 0.90358 -3.44027
H -1.80519 -1.12622 -6.01252
H -3.57054 -1.10746 -6.67960
H -2.93567 -3.41029 -6.63220
H -1.55810 -4.59305 -5.31060
H -1.05246 -2.78024 -4.80969
H -3.65054 -3.56948 -3.32570
H -2.59785 -5.13353 -3.24283
H 1.34503 -3.04217 -0.70590
H -0.27362 -3.51393 0.16546
H 0.89454 -0.82218 -0.07604
H -1.87170 -0.50556 -1.72889
H -0.19447 -0.66084 -2.70470
H -0.46220 0.71277 -1.42384
C 0.61386 1.07202 2.84542
C 2.00227 0.78039 2.38829
O 2.77346 1.77656 3.02059
C 2.10214 2.06843 4.16986
O 2.58640 2.67679 5.10967
O 0.82105 1.58922 4.14447
F 2.11328 0.94098 1.05054
H 0.11490 1.82757 2.22932
H -0.01107 0.17539 2.87550
H 2.37128 -0.20954 2.67704
C 4.14260 4.92890 7.14141
C 5.53101 4.63728 6.68427
O 6.30220 5.63345 7.31658
C 5.63088 5.92532 8.46584
O 6.11514 6.53368 9.40566
O 4.34979 5.44611 8.44045
F 5.64202 4.79787 5.34653
H 3.64364 5.68445 6.52531
H 3.51767 4.03227 7.17149
H 5.90002 3.64735 6.97303

Here are the Mulliken charges for atoms 1 to 4, given in e: -1.1570, 1.4327, -0.5708, -1.1201


(3)
A cluster of 2 separate species, C15H24ClF3IO5 in total in a non-equilibrium geometry. Source: OMol25; level of theory: ωB97M-V/def2-TZVPD.

Values from the calculation:
total charge	-1
multiplicity	1
orbital gap	5.53	eV
maximum force	3.25	eV/Å
HOMO	-3.3	eV

Geometry (Å):
C 4.78128 0.30291 -1.60908
C 3.58003 1.23767 -1.39193
C 2.27607 0.50485 -1.73834
C 1.07065 1.19290 -1.11097
O -0.10889 0.39363 -1.06394
C -0.61149 0.16730 0.25584
C -1.85527 -0.70125 0.08489
C -2.78400 -0.89143 1.30682
C -2.11195 -1.03386 2.67529
C -3.59119 -2.18588 1.08149
C -1.03878 1.53060 0.83945
C -1.89507 2.35666 -0.11384
O -3.22371 2.41331 0.42787
C -1.43760 3.81584 -0.22718
F -2.45256 4.59103 -0.65309
F -0.44121 3.98220 -1.10227
F -1.04120 4.33039 0.93891
O 0.39210 -0.34886 1.08271
C 0.63784 -1.74195 1.01443
O 0.65608 -2.33263 2.04708
C 0.84922 -2.46407 -0.31945
C 2.23464 -3.08557 -0.73021
O 3.11111 -3.52569 -0.11121
I 2.47570 -3.06507 -2.99411
H 5.66561 0.66063 -1.08128
H 5.01001 0.16456 -2.66415
H 4.53432 -0.65433 -1.15025
H 3.55231 1.45364 -0.32203
H 3.69926 2.14434 -1.98588
H 2.39285 -0.52061 -1.40501
H 2.11680 0.48708 -2.81872
H 0.84429 2.05240 -1.74821
H 1.38764 1.60244 -0.15275
H -1.63299 -1.67712 -0.34722
H -2.45197 -0.19851 -0.68128
H -3.51764 -0.08492 1.32749
H -1.70954 -2.02756 2.85315
H -1.34927 -0.28994 2.88208
H -2.88414 -0.87685 3.43617
H -2.87599 -2.98401 0.86795
H -4.28675 -2.10959 0.24570
H -4.10164 -2.47854 1.99853
H -1.59056 1.42950 1.76838
H -0.15729 2.12178 1.08321
H -1.98313 1.93951 -1.11602
H -3.82207 2.57779 -0.30487
H 0.61815 -1.84108 -1.17796
H 0.17981 -3.32474 -0.35711
Cl 2.89014 -3.00890 2.26089

Here are the Mulliken charges for atoms 1 to 4, given in e: -1.1551, -0.5809, 0.6731, -0.8624


(4)
A cluster of 5 separate species, C15H24F18N5O12S6 in total in a non-equilibrium geometry. Source: OMol25; level of theory: ωB97M-V/def2-TZVPD.

Values from the calculation:
total charge	-1
multiplicity	1
orbital gap	8.19	eV
maximum force	6.42	eV/Å
HOMO	-6.8	eV

Geometry (Å):
N 0.63405 0.76743 1.37073
H 1.42732 0.77365 0.74559
H 0.90272 0.86564 2.33937
H 0.26647 -0.16210 1.22596
H 0.05932 1.53676 1.05781
C 1.24878 -0.22932 -2.81770
C -0.22452 -0.05156 -3.19978
C -1.05447 -1.04231 -2.35873
N -2.48035 -1.29479 -3.03092
C -3.11267 -2.48823 -2.19688
C -3.46398 -1.98177 -0.82202
C -4.33082 -0.72097 -0.78450
C -3.70544 0.38345 -1.58172
C -3.33724 -0.00361 -2.95177
C -2.38846 -1.79131 -4.44079
H 1.78134 0.50259 -3.42497
H 1.66410 -1.22602 -2.96673
H 1.39505 0.06712 -1.77903
H -0.23299 -0.23242 -4.27463
H -0.46752 0.99246 -3.00217
H -1.13407 -0.67041 -1.33723
H -0.58655 -2.02172 -2.25918
H -2.43655 -3.34282 -2.17163
H -4.00919 -2.72719 -2.76893
H -2.59594 -1.59070 -0.29129
H -3.95882 -2.78316 -0.27338
H -4.34003 -0.41822 0.26258
H -5.37355 -1.00027 -0.93550
H -2.84473 0.83514 -1.08852
H -4.42925 1.19295 -1.67603
H -2.74778 0.85689 -3.26826
H -4.22447 -0.17441 -3.56149
H -3.39257 -1.87936 -4.85566
H -1.74000 -2.66727 -4.45812
H -1.95467 -0.97143 -5.01325
C 5.18668 -0.27163 -1.23720
F 6.52398 -0.01781 -1.55987
F 4.28927 -0.01894 -2.19409
F 5.10410 -1.51418 -0.71200
S 4.66959 0.95263 0.22898
O 5.46169 2.17443 -0.06193
O 3.21557 1.07561 0.31283
N 5.34728 0.15318 1.60013
S 4.72274 1.07877 2.69599
O 4.95208 2.54991 2.59398
O 3.35849 0.73726 2.96814
C 5.64456 0.53144 4.36293
F 7.01645 0.46159 4.11470
F 5.40514 1.39624 5.39133
F 5.25185 -0.73855 4.73822
C -0.62570 -2.10503 4.22138
F -1.15815 -1.35149 5.06121
F 0.62837 -1.67279 4.05125
F -0.64222 -3.33729 4.68549
S -1.53985 -1.87866 2.45092
O -2.35958 -3.02557 2.13196
O -2.28147 -0.67235 2.59517
N -0.20517 -1.68618 1.32053
S 0.13565 -3.13217 0.95375
O 0.17655 -4.10143 2.05407
O -0.50984 -3.64832 -0.28516
C 2.02777 -2.82464 0.45512
F 2.06072 -1.86366 -0.50383
F 2.67188 -2.31916 1.56990
F 2.65610 -3.89264 0.06351
C -2.41849 3.20950 3.11391
F -1.63374 2.31357 3.56047
F -3.58487 3.00820 3.64719
F -1.98787 4.46423 3.38401
S -2.54959 2.96091 1.18737
O -3.29535 1.74561 1.02814
O -3.15120 4.16075 0.72903
N -0.93038 2.75116 0.67313
S -0.65683 3.93107 -0.27520
O -1.30458 3.70289 -1.58320
O -0.65176 5.33183 0.23013
C 1.19531 3.58220 -0.72641
F 1.69784 4.56678 -1.46224
F 1.95013 3.48080 0.40036
F 1.32437 2.44925 -1.38536

Here are the Mulliken charges for atoms 1 to 4, given in e: 1.4175, -0.3470, 0.4451, -0.0795